{"formula": "C16H20IMnO2S", "method": "ωB97M-V with the def2-TZVPD basis set", "spin_multiplicity": 6, "s_squared": 8.76, "fmax_ev_per_a": 0.72, "e_lumo_ha": [-0.0875, -0.0990], "total_charge": 1, "homo_ev": [-10.6, -10.7], "orbital_gap_ev": [8.20, 7.97], "species": ["Mn", "I", "C", "C", "C", "C", "C", "C", "C", "C", "C", "C", "H", "H", "H", "H", "H", "H", "C", "S", "C", "O", "H", "H", "H", "H", "H", "H", "C", "C", "C", "O", "C", "H", "H", "H", "H", "H", "H", "H", "H"], "positions_angstrom": [[1.1476, 0.0240, 0.4762], [1.4824, -2.4314, 1.5080], [-0.6247, -2.6542, 1.5126], [-1.0899, -3.8380, 1.9855], [-2.4909, -4.0378, 2.0118], [-3.3289, -3.0600, 1.5708], [-2.8299, -1.8264, 1.0802], [-3.7105, -0.8127, 0.6276], [-3.2229, 0.3712, 0.1652], [-1.8232, 0.5934, 0.1347], [-0.9079, -0.3464, 0.5554], [-1.4299, -1.5819, 1.0372], [-0.4219, -4.6135, 2.3349], [-2.8826, -4.9742, 2.3859], [-4.4013, -3.2153, 1.5910], [-4.7781, -0.9992, 0.6556], [-3.9045, 1.1397, -0.1813], [-1.4787, 1.5528, -0.2456], [-0.0311, 3.3582, 2.7258], [1.6663, 2.9145, 2.4594], [2.1161, 4.2172, 1.3213], [1.5930, 1.6486, 1.6293], [-0.0585, 4.3288, 3.2214], [-0.4646, 2.5940, 3.3677], [-0.5397, 3.3838, 1.7610], [1.6220, 5.1443, 1.6077], [1.7847, 3.8913, 0.3351], [3.1953, 4.3426, 1.3466], [2.6132, -0.0335, -3.7793], [1.6190, -1.1843, -3.6220], [0.7964, -0.7422, -2.4320], [1.7586, -0.0393, -1.5785], [2.9441, 0.3197, -2.3412], [2.1430, 0.8104, -4.2847], [3.5062, -0.3117, -4.3348], [2.1418, -2.1159, -3.4004], [0.9990, -1.3362, -4.5035], [0.3619, -1.5523, -1.8549], [0.0090, -0.0430, -2.7074], [3.7795, -0.2627, -1.9562], [3.1409, 1.3774, -2.1861]], "forces_ev_per_angstrom": [[-0.2301, 0.6578, -0.1851], [0.2064, -0.5156, 0.2227], [0.1942, 0.2209, -0.0887], [-0.2862, -0.0389, -0.0028], [0.0966, -0.1000, 0.0420], [-0.0487, 0.0219, -0.0146], [-0.0126, 0.0256, -0.0019], [-0.0515, -0.0951, 0.0284], [0.1330, 0.1042, -0.0393], [-0.1786, -0.0641, 0.0288], [0.0646, 0.0605, -0.0836], [-0.1116, -0.2032, 0.0968], [-0.0203, 0.0162, -0.0058], [0.0039, 0.0108, -0.0059], [0.0205, 0.0236, -0.0070], [0.0337, -0.0036, 0.0083], [0.0458, -0.0171, 0.0110], [-0.0130, 0.0013, -0.0102], [-0.1462, 0.0255, -0.0858], [0.0672, -0.1238, 0.3240], [-0.0235, -0.0698, -0.1742], [0.3600, -0.0181, -0.2767], [-0.0390, -0.0419, 0.0049], [-0.0307, 0.0139, -0.0168], [-0.0455, 0.0269, 0.0752], [0.0583, -0.0176, 0.0279], [-0.0148, 0.1181, -0.0140], [0.0071, -0.0183, -0.0545], [0.0030, -0.0256, -0.0462], [-0.0010, -0.0223, -0.0596], [0.2396, 0.0474, -0.1054], [-0.2119, 0.0149, 0.2671], [-0.0698, -0.0272, 0.0341], [-0.0035, 0.0107, 0.0020], [-0.0166, -0.0012, -0.0306], [-0.0127, -0.0048, 0.0019], [0.0349, -0.0071, -0.0044], [-0.0030, -0.0679, 0.0796], [-0.0365, 0.0785, 0.0048], [0.0404, -0.0595, 0.0292], [-0.0018, 0.0640, 0.0244]]}